Entry 1:
Here is 2 unconnected molecules or ions with the total composition C2H8NO2 from OMol25. Energies are from wB97M-V/def2-TZVPD.

DFT total energy in hartree: -285.98072
Multiplicity: 1
Relative energy (zero: lowest compared OMol25 entry of this formula, charge and spin) in kJ/mol: 99.07
LUMO in eV: -3.70
Total charge: +1

The geometry in XYZ format:
```
13
C2H8NO2 wB97M-V/def2-TZVPD
O 1.62818 -0.65150 -1.45368
O -0.62346 -1.59992 -0.10666
N 0.00194 1.06816 -0.19239
C -1.09423 -0.92099 0.76752
C -0.67863 0.52384 1.00486
H 2.57702 -0.80342 -1.38663
H 1.21401 -1.52198 -1.49407
H 0.70587 1.77740 0.00960
H -1.90125 -1.34998 1.38137
H -0.07228 0.58619 1.90495
H -1.62911 1.04009 1.14976
H -0.66092 1.52343 -0.81885
H 0.53286 0.32870 -0.76576
```

Okay, here come the natural (NBO) numbers, in e, for every atom:
1. O -0.9603
2. O -0.5039
3. N -0.7027
4. C 0.4245
5. C -0.3435
6. H 0.5118
7. H 0.5162
8. H 0.4424
9. H 0.1687
10. H 0.2669
11. H 0.2502
12. H 0.4398
13. H 0.4899

Entry 2:
Here is 4 unconnected molecules or ions with the total composition C26H59BN2O11S2 from OMol25. Energies are from wB97M-V/def2-TZVPD.

DFT total energy in hartree: -2784.40530
Multiplicity: 1
LUMO in eV: 0.33
SMILES string: CCOB(O)[C@@]1(CCCCS(=O)(=O)O)C(=O)O[C@@](N)(CCN)[C@]1(S)OCC.CCOCC.CCOCC.CCOCC
Total charge: 0

The geometry in XYZ format:
```
101
C26H59BN2O11S2 wB97M-V/def2-TZVPD
S -0.53603 0.57837 2.58266
S 4.14722 -4.74367 1.87529
O -1.41182 -1.02232 5.24999
O -3.36080 -2.19235 3.51589
O 0.62197 -2.24680 5.00007
O 0.52203 -1.39614 0.86411
O -0.40709 3.12692 5.25770
O 5.11462 -5.78959 2.16247
O -2.18882 2.65550 -7.20144
O 4.18687 -4.28129 0.49676
O -2.79440 -0.78577 1.88434
O 1.41612 -0.46849 -5.24989
O 4.46560 -3.47159 2.84482
N -0.51728 0.83931 -2.13572
N -2.14783 -2.29291 0.26455
C 0.23496 3.92782 6.23524
C -1.23047 -0.32790 -1.56664
C 1.44706 -0.72928 -7.69713
C -0.63572 4.89719 3.56046
C -3.08224 3.19843 -8.15707
C -1.29659 3.80463 4.38185
C -0.50566 -1.08150 1.77521
C 2.43681 -5.27346 2.23291
C 0.12163 -4.25728 1.77475
C -2.87909 4.09788 -5.33286
C 0.36166 -3.12089 6.10031
C -1.75150 3.54145 -6.18365
C 1.69646 -0.59836 0.94457
C -1.82891 0.08119 -0.18770
C 2.63587 0.24473 -5.14996
C 1.56026 -3.97224 2.26596
C 0.68814 -0.29751 -6.45517
C -1.79326 -1.03094 0.88789
C -0.72416 4.62547 7.18328
C 2.50502 -0.74904 2.27632
C -2.51342 4.37229 -8.93475
C 0.86546 -4.56122 5.83441
C -2.49426 -1.73046 2.86475
C -1.00148 -3.64415 2.62395
C -0.94794 -2.09589 2.88316
C 2.47391 1.75202 -5.24990
B -0.57420 -1.76571 4.41698
H 0.34173 0.73775 -6.54456
H 3.04836 -0.00728 -4.17212
H 0.62898 0.63281 3.28153
H -1.36008 3.89631 7.68762
H -0.20719 -0.91281 -6.35794
H 3.35268 -0.12204 -5.89226
H 2.40411 -5.79557 3.19220
H 0.07108 -5.20043 5.43746
H -2.15523 4.19544 4.93744
H -2.28438 5.21953 -8.28671
H -3.44660 3.28668 -4.87442
H 2.34976 -0.13615 -7.85156
H -1.36683 -2.73161 -0.19642
H 1.75144 -1.77398 -7.61465
H -2.05675 -0.61714 -2.21965
H -1.37724 5.32605 6.66153
H 1.61804 -3.58210 3.28350
H 3.47650 -1.19324 2.05092
H -3.22949 4.71137 -9.68431
H -0.70877 -3.19424 6.33279
H 2.14565 -5.90250 1.39217
H -1.35759 5.34259 2.87520
H -1.05703 -4.16189 3.59048
H 0.02154 -3.88145 0.75259
H 2.02435 -3.30323 1.53701
H 1.11466 -4.98517 6.81429
H 2.35413 -0.98237 0.15497
H 0.45640 0.80687 -1.85682
H 0.87106 3.24897 6.80484
H 1.96298 -1.32016 3.02813
H -1.94565 -3.85527 2.11683
H 2.72643 0.27096 2.61569
H -1.58919 4.08453 -9.43853
H 3.43839 2.24449 -5.11936
H 1.78886 2.11480 -4.48065
H -1.07877 2.96187 -5.54948
H -1.15038 4.34896 -6.61618
H -0.23549 5.69570 4.18744
H 0.90430 4.64972 5.75480
H -0.51360 -1.15145 -1.47435
H -3.30420 2.38615 -8.85036
H -0.16869 5.18585 7.93638
H -2.47724 4.73355 -4.54306
H 0.82733 -2.72844 7.01088
H -0.48823 0.66313 -3.13623
H -0.90262 -0.29620 5.62045
H 3.99711 -3.59336 3.68071
H -1.68822 3.04214 3.70779
H -1.33029 1.00950 0.10424
H 1.74239 -4.56546 5.18493
H -3.57694 4.69664 -5.92004
H 0.19332 4.48925 2.97920
H -2.88452 0.34053 -0.34039
H 1.52512 0.45260 0.69317
H 0.81900 -0.61567 -8.58133
H -4.03152 3.46717 -7.68136
H -0.00153 -5.34628 1.70728
H -2.93258 -2.15988 -0.35293
H 2.07251 2.05702 -6.21746
```

Löwdin atomic charge list, values in e, 99 entries:
1. S 0.9975
2. S 0.6391
3. O 0.1514
4. O 0.1875
5. O 0.0179
6. O -0.1187
7. O -0.1783
8. O -0.3053
9. O -0.1670
10. O -0.2962
11. O 0.0244
12. O -0.1700
13. O -0.1602
14. N 0.0021
15. N 0.1554
16. C -0.2823
17. C -0.2549
18. C -0.0763
19. C -0.0743
20. C -0.2832
21. C -0.2837
22. C -0.5386
23. C -0.1914
24. C -0.1486
25. C -0.0767
26. C -0.2227
27. C -0.2824
28. C -0.2396
29. C -0.1049
30. C -0.2816
31. C -0.2085
32. C -0.2779
33. C -0.5073
34. C -0.0783
35. C -0.0631
36. C -0.0803
37. C -0.0511
38. C -0.4384
39. C -0.0976
40. C -0.1452
41. C -0.0769
42. B -0.6006
43. H 0.0983
44. H 0.1163
45. H -0.0689
46. H 0.0819
47. H 0.1191
48. H 0.1070
49. H 0.0985
50. H 0.0759
51. H 0.1098
52. H 0.0652
53. H 0.0828
54. H 0.0656
55. H 0.0829
56. H 0.0819
57. H 0.1095
58. H 0.0662
59. H 0.0788
60. H 0.0673
61. H 0.0769
62. H 0.1245
63. H 0.1091
64. H 0.0794
65. H 0.1192
66. H 0.1002
67. H 0.0862
68. H 0.0799
69. H 0.1246
70. H 0.0565
71. H 0.1164
72. H 0.0566
73. H 0.1112
74. H 0.0748
75. H 0.0809
76. H 0.0775
77. H 0.0723
78. H 0.1074
79. H 0.1072
80. H 0.0660
81. H 0.1069
82. H 0.0995
83. H 0.1176
84. H 0.0774
85. H 0.0785
86. H 0.1213
87. H 0.0504
88. H 0.1141
89. H 0.0837
90. H 0.0883
91. H 0.0815
92. H 0.0555
93. H 0.0655
94. H 0.0805
95. H 0.1256
96. H 0.1004
97. H 0.0779
98. H 0.1065
99. H 0.1154

Entry 3:
Here is a molecular structure, C4H5NO from OMol25. Energies are from wB97M-V/def2-TZVPD.

DFT total energy in hartree: -285.27151
Multiplicity: 1
Relative energy (zero: lowest compared OMol25 entry of this formula, charge and spin) in kJ/mol: 375.64
LUMO in eV: 0.74
Total charge: 0

The geometry in XYZ format:
```
11
C4H5NO wB97M-V/def2-TZVPD
O -0.69451 1.41279 -0.77926
N 2.59851 1.19717 0.85558
C -0.94907 0.42644 0.10887
C -0.35698 -1.24077 -0.58414
C 1.59963 0.63178 0.62428
C 0.17416 -0.37657 0.50688
H -0.00388 -0.90558 1.44888
H -0.43469 -2.34254 -0.42542
H -1.78894 0.69092 0.75933
H 0.27073 1.43958 -0.92440
H -0.33338 -1.00239 -1.64097
```

Okay, here come the natural (NBO) numbers, in e, for every atom:
1. O -0.6579
2. N -0.3434
3. C 0.2050
4. C -0.4822
5. C 0.1718
6. C -0.3123
7. H 0.2647
8. H 0.2301
9. H 0.2126
10. H 0.4872
11. H 0.2243